ORCA calculation (ωB97M-V with the def2-TZVPD basis set) on a cluster of 2 separate species, C2H6ClO in total.

```
10
Properties=species:S:1:pos:R:3:forces:R:3
Cl 10.5710 19.2100 34.0720 0.0757 -0.2040 0.1377
C 12.3590 16.8220 38.7140 1.8396 1.2981 -0.2064
C 12.0810 17.2650 37.2670 -2.0580 3.3908 2.1063
O 10.8100 18.0130 37.1650 1.7685 -1.4892 1.3626
H 11.6070 16.2770 39.3790 0.7398 0.9130 -1.4231
H 12.6690 17.8750 39.1470 -0.4775 -2.4574 0.0794
H 13.2860 16.1570 38.5390 -1.1255 0.9845 1.0030
H 12.1060 16.5460 36.5740 -0.4567 -3.4706 -2.3885
H 12.8740 17.9190 36.8850 0.2270 0.2467 0.6805
H 10.7150 18.1180 36.2240 -0.5328 0.7881 -1.3515
```
Forces are in eV/Å.

## Properties
Relative energy (zero: lowest compared OMol25 entry of this formula, charge and spin) ... 9.5 kcal per mole
Kohn-Sham gap ... 7.7 eV
Total charge ... -1
LUMO level ... 3.7664 eV